The following is a DFT calculation (the ωB97M-V functional and the def2-TZVPD basis) of a structure of composition C13H28ClINP2W.

Results
**Spin multiplicity**: 3
**Net charge**: +3
**Gap between HOMO and LUMO (alpha / beta)**: 0.0916 / 0.1663 Eh
**Lowest unoccupied orbital energy (alpha / beta)**: -13.25 / -12.07 eV
**DFT total energy**: -2073.21595 hartree
**Largest force on an atom**: 3.8 eV/A

Each line ends with the Mulliken charge.
Cartesian coordinates (Å):
1 C 0.54302 0.35305 -5.00319  -0.57
2 I 2.36441 1.07351 -4.79358  0.45
3 H -0.19602 0.99439 -5.46153  0.50
4 H 0.52010 0.67078 -3.94912  -0.40
5 H 0.12435 -0.60435 -4.69422  0.43
6 W 0.52188 -0.08718 0.23865  0.65
7 P 0.59453 2.30903 -0.86846  0.79
8 C 0.11045 3.60204 0.36070  -1.29
9 C 2.04339 3.21882 -1.57438  -1.03
10 H 2.02450 4.26028 -1.24658  0.42
11 H -0.54436 3.88256 -2.31045  0.43
12 H 2.01366 3.21942 -2.67296  0.23
13 H -0.23847 2.35051 -3.18030  0.18
14 H 0.96779 3.86068 0.97972  0.42
15 H 2.99535 2.77591 -1.26755  0.36
16 C -0.56137 2.78574 -2.21845  -0.93
17 H -0.25046 4.49470 -0.17362  0.45
18 H -1.57185 2.45887 -1.99767  0.41
19 H -0.71161 3.23924 1.01999  0.38
20 P 0.60546 -2.42313 -0.77461  0.88
21 C 0.24731 -3.73231 0.46364  -1.30
22 C -0.72958 -2.72433 -2.00889  -0.99
23 H 1.73494 -3.21899 -2.80202  0.38
24 H 2.07040 -4.28438 -1.43145  0.39
25 H 2.92063 -2.72931 -1.56559  0.35
26 C 1.94926 -3.23433 -1.72788  -1.10
27 H -0.40496 -2.33451 -2.97819  0.18
28 H -0.89295 -3.81579 -2.11173  0.39
29 H 0.40398 -4.72661 0.01718  0.45
30 H -0.78757 -3.65340 0.81523  0.39
31 H -1.67076 -2.25005 -1.70816  0.39
32 H 0.91337 -3.63230 1.33852  0.41
33 Cl 1.49394 -0.81603 -6.64452  -0.17
34 C -2.23941 -0.17224 6.09715  -1.38
35 C -1.58911 -0.10173 4.72651  0.95
36 C -0.26020 0.32110 4.60336  -0.51
37 C 0.39325 0.27551 3.36503  -0.30
38 N -0.26832 -0.04363 2.21378  -0.39
39 C -1.58695 -0.37146 2.31603  -0.21
40 C -2.22251 -0.46314 3.54190  -0.73
41 H -1.63395 -0.78411 6.76957  0.39
42 H -2.32490 0.82627 6.52830  0.37
43 H -3.22557 -0.60923 6.02212  0.38
44 H 0.27029 0.66945 5.49804  0.46
45 H 1.45842 0.53152 3.28140  0.48
46 H -2.10637 -0.58141 1.37058  0.55
47 H -3.26742 -0.77943 3.59769  0.39

Cartesian forces (eV/Å) of the 2 atoms listed first:
C -3.218 -0.097 1.425
I 3.618 1.197 -0.002